<P>
An isolated ion of composition C3H4NS and charge +1. Source: OMol25; level of theory: wB97M-V/def2-TZVPD.

Cartesian coordinates (Å):
C: 0.70 -1.11 0.16
C: 0.91 -0.63 1.57
C: -0.57 0.82 -0.05
N: -0.06 -0.34 -0.69
S: -0.06 0.77 1.68
H: 1.19 -1.99 -0.14
H: -0.42 1.83 -0.45
H: -1.64 0.93 -0.35
H: -0.05 -0.28 -1.73

Calculated values
Highest occupied orbital energy = -0.542 Ha
Net charge = +1
Gap between HOMO and LUMO = 7.492 eV

***

<Q>
A 2-piece molecular cluster, C3H4NS overall. Source: OMol25; level of theory: wB97M-V/def2-TZVPD.

Cartesian coordinates (Å):
C: -1.18 -0.11 -0.49
C: -1.46 0.97 0.26
C: 0.83 0.15 0.51
N: 0.00 -0.61 -0.41
S: -0.17 1.46 1.12
H: -1.93 -0.34 -1.20
H: 1.32 -0.51 1.26
H: 2.16 0.43 -0.19
H: 0.43 -1.44 -0.87

Calculated values
Highest occupied orbital energy (alpha / beta) = -0.518 / -0.518 Ha
Net charge = +1
Gap between HOMO and LUMO (alpha / beta) = 6.777 / 6.777 eV

***

<R>
An isolated ion of composition C3H4NS and charge +1. Source: OMol25; level of theory: wB97M-V/def2-TZVPD.

Cartesian coordinates (Å):
C: 1.90 0.65 0.29
N: 1.02 -0.04 -0.04
C: -0.06 -0.66 -0.46
C: -1.33 0.39 0.09
S: -2.80 -0.15 0.28
H: 2.53 0.96 1.10
H: -0.14 -1.80 -0.11
H: -0.30 -0.61 -1.53
H: -0.81 1.26 0.39

Calculated values
Highest occupied orbital energy = -0.495 Ha
SMILES = C#[N+]CC=S
Net charge = +1
Gap between HOMO and LUMO = 7.579 eV

***

Stability summary: most stable <P>, least stable <Q>.

***

<P>
An isolated ion of composition C4H11N2OS and charge +1. Source: OMol25; level of theory: wB97M-V/def2-TZVPD.

Cartesian coordinates (Å):
C: -0.39 0.20 0.02
C: 1.76 -0.88 1.02
C: -1.49 2.38 -0.04
C: -1.04 -2.34 -0.59
N: 1.19 -0.30 -0.27
N: -0.41 1.50 0.09
O: 1.81 0.87 -0.71
S: -1.65 -0.91 0.36
H: 1.89 -0.01 1.63
H: 1.04 -1.68 1.37
H: 2.74 -1.30 0.87
H: -2.46 1.88 0.29
H: -1.58 2.75 -1.08
H: -1.39 3.23 0.49
H: -1.28 -2.14 -1.62
H: -1.57 -3.26 -0.26
H: -0.02 -2.51 -0.21
H: 0.51 1.98 0.02
H: 2.34 0.54 -1.38

Calculated values
Highest occupied orbital energy = -0.512 Ha
Net charge = +1
Gap between HOMO and LUMO = 9.718 eV

***

<Q>
A 2-piece molecular cluster, C4H11N2OS overall. Source: OMol25; level of theory: wB97M-V/def2-TZVPD.

Cartesian coordinates (Å):
C: -1.27 2.19 0.25
C: -2.74 2.63 0.31
C: 1.10 -2.21 -1.03
C: 2.20 -1.50 -0.33
N: -0.93 1.06 0.84
N: 3.44 -1.94 -0.46
O: -0.56 2.88 -0.60
S: 1.78 -0.25 0.60
H: -3.18 1.84 -0.33
H: -3.00 2.53 1.38
H: -2.85 3.68 -0.08
H: 0.12 -1.77 -0.84
H: 1.11 -3.35 -0.77
H: 1.33 -2.21 -2.01
H: -1.50 0.73 1.54
H: 3.57 -2.77 -1.04
H: 0.29 2.33 -0.72
H: 4.11 -1.70 0.34
H: 0.13 0.77 0.83

Calculated values
Highest occupied orbital energy = -0.455 Ha
Net charge = +1
Gap between HOMO and LUMO = 8.952 eV

***

Stability summary: most stable <Q>, least stable <P>.

***

<P>
The molecule C3H5N3O. Source: OMol25; level of theory: wB97M-V/def2-TZVPD.

Cartesian coordinates (Å):
N: 2.10 -0.03 -0.11
C: 0.71 -0.06 -0.12
C: -0.10 1.09 0.11
N: -1.35 0.73 0.22
C: -1.36 -1.02 -0.02
O: -2.31 -1.62 -0.49
N: 0.05 -1.21 -0.22
H: 2.50 -0.86 -0.54
H: 2.52 0.82 -0.45
H: 0.26 2.09 0.33
H: -2.09 1.40 0.32
H: -1.00 -1.28 1.08

Calculated values
Highest occupied orbital energy (alpha / beta) = -0.296 / -0.296 Ha
Net charge = 0
Gap between HOMO and LUMO (alpha / beta) = 7.498 / 7.497 eV

***

<Q>
The molecule C3H5N3O. Source: OMol25; level of theory: wB97M-V/def2-TZVPD.

Cartesian coordinates (Å):
N: 2.18 0.56 -0.17
C: 0.84 0.13 -0.10
C: 0.39 -1.15 -0.10
N: -1.00 -1.05 0.01
C: -1.28 0.27 0.02
O: -2.56 0.66 0.07
N: -0.21 1.03 -0.03
H: 2.74 0.26 0.62
H: 2.24 1.56 -0.24
H: 0.89 -2.10 -0.16
H: -1.67 -1.80 -0.02
H: -2.56 1.63 0.09

Calculated values
Highest occupied orbital energy = -0.284 Ha
SMILES = Nc1c[nH]c(O)n1
Net charge = 0
Gap between HOMO and LUMO = 8.566 eV

***

Stability summary: most stable <Q>, least stable <P>.

***

<P>
The molecule C3H5N3O. Source: OMol25; level of theory: wB97M-V/def2-TZVPD.

Cartesian coordinates (Å):
N: -1.87 -0.56 0.96
C: -0.65 -0.16 0.45
N: 0.47 -0.87 0.43
C: 1.35 -0.09 -0.27
O: 2.60 -0.53 -0.47
C: 0.78 1.09 -0.69
N: -0.52 1.02 -0.16
H: -1.87 -1.56 1.15
H: -2.63 -0.32 0.34
H: 2.65 -1.39 -0.03
H: 0.79 1.54 -1.67
H: -1.11 1.83 -0.03

Calculated values
Highest occupied orbital energy = -0.284 Ha
SMILES = Nc1nc(O)c[nH]1
Net charge = 0
Gap between HOMO and LUMO = 8.581 eV

***

<Q>
The molecule C3H5N3O. Source: OMol25; level of theory: wB97M-V/def2-TZVPD.

Cartesian coordinates (Å):
N: 1.04 -1.15 -1.56
C: 0.38 -0.41 -0.58
N: -0.06 0.81 -0.65
C: -0.63 1.02 0.60
O: -1.21 2.20 0.88
C: -0.53 -0.07 1.40
N: 0.17 -1.03 0.63
H: 1.21 -0.60 -2.39
H: 0.51 -1.98 -1.79
H: -1.01 2.78 0.12
H: -0.97 -0.30 2.36
H: 1.09 -1.28 0.99

Calculated values
Highest occupied orbital energy = -0.295 Ha
SMILES = Nc1nc(O)c[nH]1
Net charge = 0
Gap between HOMO and LUMO = 8.968 eV

***

Stability summary: most stable <Q>, least stable <P>.